Formula: HN3O4
Source: the Open Molecules 2025 dataset
Level of theory: ωB97M-V/def2-TZVPD

Positions of all 8 atoms, in Å:
O -2.825 0.993 -0.267
N -1.656 0.954 -0.055
O -0.892 1.815 0.222
O -1.079 -0.305 -0.081
H -0.093 -0.382 0.168
N 1.730 0.019 -0.180
N 2.683 0.580 -0.086
O 3.731 1.060 -0.075

Summary:
Strongest force on any atom   2.4 eV/A
Structure (SMILES)   O=[N+]([O-])O.N#[N+][O-]
Lowest unoccupied orbital energy   0.55 eV
HOMO energy   -11.6 eV

Formula: HN3OS
Source: the Open Molecules 2025 dataset
Level of theory: ωB97M-V/def2-TZVPD

Positions of all 6 atoms, in Å:
N -1.037 0.002 0.315
N -0.612 0.178 1.349
S 0.045 0.389 2.729
N 0.318 -0.391 -1.739
O 1.195 -0.900 -1.130
H 0.091 0.722 -1.523

Summary:
Strongest force on any atom   3.3 eV/A
Structure (SMILES)   N#[N+][S-].N=O
Lowest unoccupied orbital energy   -0.31 eV
HOMO energy   -9.3 eV

Formula: HN3S
Source: the Open Molecules 2025 dataset
Level of theory: ωB97M-V/def2-TZVPD

Positions of all 5 atoms, in Å:
H -0.673 1.001 -0.589
N -0.572 0.416 -1.229
N -0.323 -0.469 -0.354
N 0.019 -0.693 0.879
S 1.549 -0.255 1.293

Summary:
Strongest force on any atom   11.6 eV/A
Structure (SMILES)   [H]/N=N\N=S
Lowest unoccupied orbital energy (spin up / spin down)   -1.60 / -1.60 eV
HOMO energy (spin up / spin down)   -9.3 / -9.3 eV

Formula: HN4O2
Source: the Open Molecules 2025 dataset
Level of theory: ωB97M-V/def2-TZVPD

Positions of all 7 atoms, in Å:
N 1.466 -2.325 -0.427
N 0.918 -1.410 -0.191
N -0.176 -0.602 0.401
N -1.926 -0.798 -0.057
O -2.264 0.164 0.421
O -2.150 -1.727 -0.640
H 0.154 0.295 0.084

Summary:
Strongest force on any atom   4.1 eV/A
Total charge   +1
Lowest unoccupied orbital energy   -7.01 eV
HOMO energy   -17.2 eV

Formula: HN4O3
Source: the Open Molecules 2025 dataset
Level of theory: ωB97M-V/def2-TZVPD

Positions of all 8 atoms, in Å:
N -0.636 0.698 0.477
N 2.176 0.652 0.177
N 1.504 -0.127 0.609
N -1.155 -0.311 0.555
O -2.077 -0.449 -0.993
O 2.900 1.439 -0.354
O -1.328 -1.299 1.171
H -1.384 -0.604 -1.643

Summary:
Strongest force on any atom   3.6 eV/A
Total charge   -1
Lowest unoccupied orbital energy   4.00 eV
HOMO energy   -3.1 eV

Formula: HN4O3
Source: the Open Molecules 2025 dataset
Level of theory: ωB97M-V/def2-TZVPD

Positions of all 8 atoms, in Å:
N 2.360 0.203 0.621
N 1.198 -0.469 -1.670
N 1.669 0.472 -2.028
N 1.533 0.023 1.376
O -0.061 -0.494 0.251
O 0.738 -1.538 -1.854
O 1.049 0.137 2.494
H -0.907 -0.256 0.574

Summary:
Strongest force on any atom   3.2 eV/A
Total charge   -1
Lowest unoccupied orbital energy   4.50 eV
HOMO energy   -3.7 eV

Formula: HNO2S
Source: the Open Molecules 2025 dataset
Level of theory: ωB97M-V/def2-TZVPD

Positions of all 5 atoms, in Å:
N -0.490 -0.001 0.493
O -3.176 -0.387 0.412
O -1.187 1.248 0.250
S -1.954 0.048 -0.512
H 0.412 0.043 0.026

Summary:
Strongest force on any atom   6.6 eV/A
Lowest unoccupied orbital energy   -0.34 eV
HOMO energy   -10.9 eV

Formula: HNO2S2
Source: the Open Molecules 2025 dataset
Level of theory: ωB97M-V/def2-TZVPD

Positions of all 6 atoms, in Å:
O -0.535 1.152 -0.582
N -1.163 0.419 0.121
O -2.279 0.346 0.507
S -0.105 -1.028 0.443
S 1.555 -0.546 -0.717
H 2.526 -0.344 0.229

Summary:
Strongest force on any atom   3.4 eV/A
Structure (SMILES)   O=[N+]([O-])SS
Lowest unoccupied orbital energy   -0.02 eV
HOMO energy   -10.0 eV

Formula: HNO2S2
Source: the Open Molecules 2025 dataset
Level of theory: ωB97M-V/def2-TZVPD

Positions of all 6 atoms, in Å:
O -1.431 -0.512 1.111
S -0.585 -0.184 0.022
O -0.680 -1.126 -1.124
N 0.932 0.222 0.482
S 0.101 1.704 -0.373
H 1.663 -0.105 -0.118

Summary:
Strongest force on any atom   4.3 eV/A
Structure (SMILES)   O=S1(=O)NS1
Lowest unoccupied orbital energy   -1.39 eV
HOMO energy   -10.5 eV

Formula: HNO3
Source: the Open Molecules 2025 dataset
Level of theory: ωB97M-V/def2-TZVPD

Positions of all 5 atoms, in Å:
N 1.390 -0.560 -0.110
O 2.269 0.144 -0.190
O -1.319 -0.179 0.451
O -0.304 0.616 0.037
H -2.035 -0.020 -0.189

Summary:
Strongest force on any atom   0.7 eV/A
Lowest unoccupied orbital energy (spin up / spin down)   -0.20 / -0.72 eV
HOMO energy (spin up / spin down)   -10.1 / -8.5 eV

Formula: HNS2
Source: the Open Molecules 2025 dataset
Level of theory: ωB97M-V/def2-TZVPD

Positions of all 4 atoms, in Å:
N 0.628 -0.294 -0.137
S -2.004 -0.027 -0.020
S 1.974 0.331 -0.024
H -0.599 -0.010 0.181

Summary:
Strongest force on any atom   3.3 eV/A
Lowest unoccupied orbital energy (spin up / spin down)   -2.01 / -2.34 eV
HOMO energy (spin up / spin down)   -9.3 / -8.8 eV

Formula: HO2P
Source: the Open Molecules 2025 dataset
Level of theory: ωB97M-V/def2-TZVPD

Positions of all 4 atoms, in Å:
O -1.986 -0.458 0.873
P -0.586 0.388 0.959
O 0.577 1.640 1.410
H 0.210 -0.281 -0.043

Summary:
Strongest force on any atom   8.6 eV/A
Structure (SMILES)   O=[PH]=O
Lowest unoccupied orbital energy   -2.00 eV
HOMO energy   -11.7 eV

Formula: HO2PS
Source: the Open Molecules 2025 dataset
Level of theory: ωB97M-V/def2-TZVPD

Positions of all 5 atoms, in Å:
O 1.616 -1.517 0.016
O -1.370 1.768 -0.073
P -0.545 0.531 -0.010
S 1.557 -0.070 -0.022
H -1.258 -0.712 0.088

Summary:
Strongest force on any atom   3.2 eV/A
Lowest unoccupied orbital energy (spin up / spin down)   -1.42 / -1.42 eV
HOMO energy (spin up / spin down)   -9.0 / -9.0 eV

Formula: HO3S3
Source: the Open Molecules 2025 dataset
Level of theory: ωB97M-V/def2-TZVPD

Positions of all 7 atoms, in Å:
O 1.853 1.083 -0.283
O 3.936 -0.165 -0.778
O -1.413 -1.138 -0.059
S 1.573 -1.704 0.578
S -0.115 -1.332 -0.690
S 3.014 0.255 0.271
H 0.668 -0.030 -0.895

Summary:
Strongest force on any atom   3.7 eV/A
Total charge   -1
Lowest unoccupied orbital energy   3.57 eV
HOMO energy   -4.5 eV

Formula: Hg2I
Source: the Open Molecules 2025 dataset
Level of theory: ωB97M-V/def2-TZVPD

Positions of all 3 atoms, in Å:
Hg -0.647 0.498 -1.961
Hg 0.802 -0.595 1.857
I -0.155 0.097 0.105

Summary:
Strongest force on any atom   15.2 eV/A
Total charge   +3
Lowest unoccupied orbital energy   -19.03 eV
HOMO energy   -26.5 eV

Formula: I2O4V2
Source: the Open Molecules 2025 dataset
Level of theory: ωB97M-V/def2-TZVPD

Positions of all 8 atoms, in Å:
O 0.243 -0.386 -2.399
V 1.831 -0.590 -2.245
O 2.394 -0.430 -0.777
O -0.553 1.353 -0.320
V -1.084 0.419 0.905
O -2.687 0.507 1.099
I 0.144 1.487 3.278
I -0.287 -2.361 0.459

Summary:
⟨S²⟩   0.75
Spin multiplicity   2
Strongest force on any atom   3.6 eV/A
Total charge   +1
Lowest unoccupied orbital energy (spin up / spin down)   -7.53 / -7.94 eV
HOMO energy (spin up / spin down)   -12.8 / -12.8 eV

Formula: IO2PbV
Source: the Open Molecules 2025 dataset
Level of theory: ωB97M-V/def2-TZVPD

Positions of all 5 atoms, in Å:
Pb 22.753 11.870 -0.357
O 19.371 15.797 -3.621
V 18.816 15.052 -2.461
O 18.062 15.906 -1.581
I 20.804 14.123 -0.674

Summary:
⟨S²⟩   0.75
Spin multiplicity   2
Strongest force on any atom   9.0 eV/A
Total charge   +3
Lowest unoccupied orbital energy (spin up / spin down)   -16.05 / -18.62 eV
HOMO energy (spin up / spin down)   -23.6 / -23.4 eV

Formula: IO2S
Source: the Open Molecules 2025 dataset
Level of theory: ωB97M-V/def2-TZVPD

Positions of all 4 atoms, in Å:
O 0.571 -1.827 1.579
O -0.342 1.570 -2.062
S 0.817 -0.353 1.043
I -1.046 0.610 -0.560

Summary:
Strongest force on any atom   2.7 eV/A
Total charge   -1
Lowest unoccupied orbital energy (spin up / spin down)   3.18 / 3.18 eV
HOMO energy (spin up / spin down)   -3.4 / -3.4 eV

Formula: IO4S2
Source: the Open Molecules 2025 dataset
Level of theory: ωB97M-V/def2-TZVPD

Positions of all 7 atoms, in Å:
O -0.427 0.302 -0.663
O 1.472 -1.163 -0.541
O 1.705 1.300 -0.412
O 0.765 0.018 1.398
S -1.229 -0.785 0.245
S 1.071 0.107 -0.008
I -3.357 0.221 -0.018

Summary:
Strongest force on any atom   3.0 eV/A
Total charge   -1
Lowest unoccupied orbital energy   2.59 eV
HOMO energy   -4.5 eV

Formula: IY
Source: the Open Molecules 2025 dataset
Level of theory: ωB97M-V/def2-TZVPD

Positions of all 2 atoms, in Å:
Y -15.201 6.791 11.462
I -15.086 4.662 13.168

Summary:
⟨S²⟩   0.75
Spin multiplicity   2
Strongest force on any atom   0.7 eV/A
Total charge   +1
Lowest unoccupied orbital energy (spin up / spin down)   -5.49 / -6.24 eV
HOMO energy (spin up / spin down)   -12.3 / -14.2 eV